Here is a cluster of 2 separate species, C21H29N4O2 in total in a non-equilibrium geometry from the Open Molecules 2025 dataset. Energies are from the ωB97M-V functional and the def2-TZVPD basis.

CARTESIAN COORDINATES (ANGSTROEM)
C (-4.082, 1.051, 1.575)
N (-3.236, 0.719, 2.699)
C (-3.765, 0.440, 3.952)
C (-2.725, 0.246, 4.788)
N (-1.564, 0.435, 4.048)
C (-0.261, 0.394, 4.681)
C (-1.882, 0.668, 2.748)
C (-0.937, 0.984, 1.641)
C (-1.279, 0.591, 0.261)
C (-0.738, 1.218, -0.816)
C (-1.430, 1.453, -2.077)
C (-1.317, 2.712, -2.719)
C (-2.063, 3.003, -3.856)
C (-2.896, 2.023, -4.420)
C (-2.995, 0.763, -3.811)
C (-2.286, 0.482, -2.641)
O (0.134, 1.567, 1.922)
H (-3.497, 1.171, 0.663)
H (-4.802, 0.235, 1.442)
H (-4.629, 1.982, 1.777)
H (-4.826, 0.400, 4.129)
H (-2.686, -0.005, 5.833)
H (0.526, 0.318, 3.932)
H (-0.102, 1.297, 5.286)
H (-0.239, -0.468, 5.357)
H (-1.952, -0.262, 0.164)
H (0.229, 1.724, -0.703)
H (-0.644, 3.448, -2.271)
H (-1.983, 3.991, -4.316)
H (-3.473, 2.251, -5.317)
H (-3.637, -0.002, -4.257)
H (-2.371, -0.497, -2.157)
C (3.532, 0.047, 1.946)
N (3.074, -0.971, 1.032)
C (3.312, -2.346, 1.440)
C (2.474, -0.568, -0.116)
C (2.044, -1.687, -1.100)
C (3.218, -2.480, -1.747)
C (3.212, -2.105, -3.245)
C (1.933, -1.274, -3.469)
N (1.371, -1.080, -2.179)
O (2.273, 0.611, -0.375)
H (2.986, 0.973, 1.767)
H (3.366, -0.310, 2.965)
H (4.607, 0.232, 1.819)
H (2.692, -3.048, 0.873)
H (4.369, -2.627, 1.308)
H (3.063, -2.427, 2.504)
H (1.396, -2.361, -0.509)
H (4.195, -2.294, -1.277)
H (2.971, -3.544, -1.639)
H (4.099, -1.512, -3.492)
H (3.208, -3.000, -3.874)
H (2.177, -0.306, -3.944)
H (1.254, -1.790, -4.177)
H (0.581, -0.464, -2.047)

Atomic forces in eV per Å
C -0.7457 0.1224 -0.6351
N 0.5586 -0.4414 0.6887
C 0.3047 0.1066 -0.5737
C 0.6685 0.2844 -0.6029
N -0.8170 -0.1607 -0.4695
C 0.7672 -0.1498 0.4046
C -1.1979 0.3564 1.5075
C 3.7599 0.6033 -0.9373
C 0.0558 -0.6900 0.5283
C 0.1642 0.8771 0.6151
C -0.4747 -0.6731 -1.1821
C 0.2647 -0.5344 0.5316
C -0.1235 -0.2710 -0.1222
C 0.2590 0.0672 0.5027
C 0.0232 0.0353 0.0168
C 0.0332 0.3616 -0.0834
O -2.5261 -0.9700 0.0724
H -0.1291 0.0096 0.2584
H 0.1458 0.2348 -0.0912
H 0.2248 -0.2785 0.0108
H 0.0363 0.0338 -0.0713
H -0.0078 0.0424 -0.0029
H -0.1554 0.0313 0.1125
H -0.0990 -0.1663 -0.3574
H 0.0501 0.1475 -0.2623
H -0.6006 0.6987 -0.1895
H -0.5235 0.3734 0.3909
H -0.2202 -0.1281 -0.2596
H -0.0294 -0.3605 0.1406
H 0.1898 -0.1153 0.2447
H 0.2412 0.2697 0.1849
H -0.0071 0.3080 -0.2805
C 0.3050 0.1324 0.2347
N -0.2673 0.0695 0.0820
C 0.0725 -0.0283 -0.2718
C 0.2695 -0.4391 -0.2456
C 0.2087 0.6734 0.7339
C -0.4174 -0.3455 0.0425
C 0.0290 0.2462 0.1074
C 0.2128 0.2569 -1.2089
N -1.1115 -0.3615 -0.3004
O 0.0615 -0.1849 0.1613
H 0.0691 -0.1062 0.0320
H 0.0245 0.1487 0.0476
H -0.1547 0.0465 0.0753
H 0.2293 0.2122 0.2111
H -0.2531 0.0312 0.0602
H 0.0359 -0.1358 -0.1391
H 0.1006 -0.0182 -0.2283
H -0.4266 -0.0189 -0.0657
H 0.3206 0.2048 0.0443
H -0.1737 -0.1623 0.0031
H 0.1119 0.1855 0.1156
H 0.0045 -0.2749 0.0753
H 0.1331 0.0766 0.3084
H 0.5257 -0.2329 0.0359

Computed properties:
**HOMO energy**: -9.9729 eV
**Net charge**: +1
**Maximum force**: 3.92 eV/A
**Orbital gap**: 5.85 eV
**LUMO energy**: -4.125 eV